The following is a DFT calculation (ωB97M-V with the def2-TZVPD basis set) of a 9-piece molecular cluster, H18O9 overall.

ORCA input file:
```
! wB97M-V def2-TZVPD RIJCOSX def2/J DEFGRID3
* xyz 0 1
O -1.25777 0.83842 -1.05123
H -1.14974 -0.05878 -1.36864
H -0.38710 1.10117 -0.57567
O -3.89134 -1.79819 -0.66560
H -3.71514 -1.01157 -1.20839
H -3.18150 -2.40112 -0.78826
O -3.29530 1.79793 3.27563
H -2.92081 1.24954 2.50258
H -2.84642 1.37624 4.00830
O 3.81035 1.05413 2.28545
H 3.03556 1.52857 2.18793
H 4.45938 1.60793 1.81827
O -1.57050 3.96546 -2.87360
H -0.88029 3.96454 -2.23353
H -1.92168 2.99007 -2.95373
O 3.19761 1.50862 0.00424
H 3.40490 0.82659 0.60715
H 3.01777 2.27484 0.67576
O -1.15841 -3.02771 1.52862
H -1.09603 -2.16691 1.77407
H -0.21544 -3.34524 1.62615
O 2.01610 -2.91241 -2.03371
H 1.92136 -3.80724 -2.28971
H 1.72995 -2.96448 -1.16137
O 1.29914 -0.71027 -0.92972
H 0.71236 -1.17740 -0.33170
H 0.88301 -0.70270 -1.82928
*
```

Results
**HOMO level**: -0.4124 Ha
**Energy**: -18717.3009 eV
**Largest force on an atom**: 4.9 eV/Å
**Energy relative to the best compared isomer or geometry (same formula, charge and spin)**: 111.5 kcal per mole
**Frontier orbital gap**: 10.7 eV



The following is a DFT calculation (ωB97M-V with the def2-TZVPD basis set) of a 9-piece molecular cluster, H18O9 overall.

ORCA input file:
```
! wB97M-V def2-TZVPD RIJCOSX def2/J DEFGRID3
* xyz 0 1
O 0.50807 3.06626 -1.67166
H 0.13278 2.47235 -1.02105
H 0.77103 3.87208 -1.23657
O 0.63739 -0.14655 -4.36995
H 0.56699 -0.61883 -3.56575
H 0.23981 -0.69655 -5.05579
O 0.55776 0.78474 3.78025
H 0.77300 1.45937 3.14925
H 0.34935 -0.01302 3.26669
O 0.07475 -1.50746 2.55347
H -0.73460 -1.88984 2.90478
H 0.15438 -1.95225 1.69371
O -0.02433 -2.79357 0.30059
H -0.97614 -2.86672 0.46415
H 0.01032 -2.32814 -0.54954
O -2.23036 -0.69909 0.38499
H -2.55911 -0.33039 1.19310
H -1.44467 -0.21244 0.27235
O 0.67074 2.65737 1.99341
H 0.85664 3.42957 1.48850
H -0.18438 2.54728 1.56539
O 0.14026 0.63257 -0.14280
H 0.86988 0.55087 0.49853
H 0.37860 0.08212 -0.92039
O 0.27197 -1.52593 -2.08560
H -0.62999 -1.66639 -2.52132
H 0.81988 -2.30740 -2.36875
*
```

Results
**HOMO level**: -0.3592 Ha
**Energy**: -18719.4968 eV
**Largest force on an atom**: 2.3 eV/Å
**Energy relative to the best compared isomer or geometry (same formula, charge and spin)**: 60.8 kcal per mole
**Frontier orbital gap**: 9.3 eV



The following is a DFT calculation (ωB97M-V with the def2-TZVPD basis set) of a 9-piece molecular cluster, H18O9 overall.

ORCA input file:
```
! wB97M-V def2-TZVPD RIJCOSX def2/J DEFGRID3
* xyz 1 2
O -1.41509 -1.91776 2.06500
H -0.76831 -1.94870 2.76995
H -1.25862 -1.07834 1.63242
O 2.29805 -1.64511 0.04702
H 1.54962 -1.28327 -0.42749
H 1.93632 -1.92590 0.88757
O 0.01642 3.36244 -1.46203
H 0.60466 4.11344 -1.54081
H 0.54994 2.61141 -1.72193
O 0.08614 -0.15421 -0.74047
H -0.84850 -0.00761 -0.59492
H 0.51346 0.25755 0.01058
O -2.37065 1.05624 0.84907
H -2.24787 1.89981 0.41369
H -3.31113 1.00952 1.02094
O 1.07744 1.19126 1.42541
H 1.98474 1.41561 1.63205
H 0.55838 1.87186 1.85390
O 1.40938 0.64565 -2.94408
H 0.80820 0.39037 -2.24434
H 1.08609 0.18481 -3.71825
O -2.81109 -2.16148 -1.85738
H -3.33759 -2.73419 -2.41508
H -2.54400 -1.44509 -2.43329
O 1.83444 -1.40330 2.66598
H 2.73895 -1.71649 2.66220
H 1.86050 -0.58854 2.16426
*
```

Results
**HOMO level (spin up / spin down)**: -0.5244 / -0.5224 Ha
**<S²>**: 0.756
**Energy**: -18709.0621 eV
**Largest force on an atom**: 1.8 eV/Å
**Energy relative to the best compared isomer or geometry (same formula, charge and spin)**: 21.8 kcal per mole
**Frontier orbital gap (spin up / spin down)**: 10.9 / 3.1 eV



The following is a DFT calculation (ωB97M-V with the def2-TZVPD basis set) of H18O9Xe as an isolated structure.

ORCA input file:
```
! wB97M-V def2-TZVPD RIJCOSX def2/J DEFGRID3
* xyz 0 1
Xe 0.63224 1.03838 0.01217
O -2.79283 -0.59870 -1.79475
H -2.44575 -1.14800 -1.09188
H -3.70869 -0.45462 -1.55672
O 1.80711 -0.51193 3.19551
H 1.78572 -1.07684 3.96793
H 0.92139 -0.15397 3.13538
O -0.96375 0.49652 3.54983
H -1.23285 1.41285 3.61421
H -1.13205 0.13527 4.42014
O 1.37090 4.32370 -1.41188
H 1.48284 5.24281 -1.16912
H 2.24875 3.94849 -1.34236
O -1.84538 -2.39478 0.52327
H -0.96202 -2.38089 0.89165
H -2.38399 -1.94497 1.17428
O 2.64433 -2.09482 -0.96301
H 3.36641 -1.54741 -0.65451
H 1.93517 -1.92908 -0.34185
O -0.97275 3.11560 -2.95520
H -1.01273 2.16009 -2.99559
H -0.06630 3.30794 -2.71523
O 0.99711 -2.28880 1.25222
H 1.38241 -1.65974 1.86219
H 1.03092 -3.12507 1.71670
O -0.55323 -0.26971 -3.52365
H -0.12564 -1.11667 -3.65037
H -1.40734 -0.48568 -3.14937
*
```

Results
**HOMO level**: -0.3738 Ha
**Energy**: -27682.4968 eV
**Largest force on an atom**: 1.0 eV/Å
**Energy relative to the best compared isomer or geometry (same formula, charge and spin)**: 8.4 kcal per mole
**Frontier orbital gap**: 9.9 eV



The following is a DFT calculation (ωB97M-V with the def2-TZVPD basis set) of H19NaO10 as an isolated structure.

ORCA input file:
```
! wB97M-V def2-TZVPD RIJCOSX def2/J DEFGRID3
* xyz 0 1
Na -1.31887 2.64548 0.95638
O -0.78582 0.28892 0.34642
H 0.17013 0.10779 0.25769
O 0.26345 -2.44214 0.03473
H 0.10367 -1.50562 0.15155
H 0.11926 -2.82023 0.90219
O -0.43038 0.73471 -2.41886
H -0.65591 0.55590 -1.50596
H -1.27247 0.88037 -2.85000
O 2.45524 0.74825 -1.60159
H 2.93351 0.98124 -2.39734
H 1.63382 0.37137 -1.91696
O 0.25050 2.91226 -0.95320
H 1.18465 3.12070 -0.94095
H 0.19464 2.08911 -1.43853
O 0.85803 -1.98278 -2.67434
H 1.67235 -2.48476 -2.64115
H 0.69964 -1.72210 -1.76704
O -2.38981 -0.38396 2.57033
H -1.90681 -0.10306 1.79313
H -3.05498 0.29259 2.69704
O 0.81228 0.83907 2.41388
H 0.24656 0.53107 1.70583
H 0.42956 1.67494 2.68048
O 2.34668 -1.31158 2.60312
H 1.73102 -0.58034 2.65283
H 2.39750 -1.64386 3.49936
O -3.21898 -0.52639 -0.51225
H -2.32872 -0.22415 -0.33249
H -3.13975 -1.04281 -1.31428
*
```

Results
**HOMO level**: -0.3840 Ha
**Energy**: -25200.4452 eV
**Largest force on an atom**: 1.5 eV/Å
**Energy relative to the best compared isomer or geometry (same formula, charge and spin)**: 31.2 kcal per mole
**Frontier orbital gap**: 8.9 eV



The following is a DFT calculation (ωB97M-V with the def2-TZVPD basis set) of a 9-piece molecular cluster, H19O9 overall.

ORCA input file:
```
! wB97M-V def2-TZVPD RIJCOSX def2/J DEFGRID3
* xyz 1 1
O -2.40437 -1.40026 -0.66854
H -1.93309 -2.20883 -0.32635
H 2.33284 1.54752 2.63117
O 2.41653 -0.65421 0.32393
H 3.36021 -0.73612 0.48933
O -0.94208 0.63834 -2.25027
H -2.23655 -1.76349 1.84053
H -0.82418 0.25386 -1.36147
O -1.71445 -2.54816 1.62604
H -3.23360 -1.75895 -0.31311
H 2.17483 0.20038 0.69851
O -2.97746 1.32107 -1.00584
H 4.08457 1.71430 1.01060
H -3.03569 0.50489 -0.48230
O 3.82568 2.11852 1.84234
H 3.84236 3.06871 1.67941
H -3.05388 2.01770 -0.39232
O -0.78043 -0.00649 0.87581
H -0.18706 -0.06949 -3.12735
H -0.03685 -0.60785 0.66883
O 0.64951 -0.55606 -3.67972
H -1.08006 -2.28849 2.31239
H -0.24142 0.66276 1.31180
O 1.78590 0.78578 2.86376
H 0.93078 0.27092 -4.11774
H 1.22792 -0.77364 -2.93064
H -1.81394 1.12023 -2.06480
H 0.95552 1.22923 3.05896
*
```

Results
**HOMO level**: -0.5219 Ha
**Energy**: -18728.6350 eV
**Largest force on an atom**: 2.3 eV/Å
**Energy relative to the best compared isomer or geometry (same formula, charge and spin)**: 70.3 kcal per mole
**Frontier orbital gap**: 10.8 eV